1.
{"formula": "C3H7NO2", "method": "ωB97M-V with the def2-TZVPD basis set", "species": ["C", "C", "N", "H", "H", "H", "H", "H", "O", "C", "O", "H", "H"], "coordinates": [[2.181711, 1.289158, -0.379602], [1.338778, 0.493377, 0.219864], [0.192474, 0.151775, -0.459879], [3.220147, 1.429680, -0.179861], [1.765220, 1.946385, -1.063861], [1.560398, 0.037813, 1.144551], [0.163929, 0.908738, -1.128188], [0.120404, -0.784748, -1.032440], [-2.040984, -1.674552, -0.621597], [-2.451535, -1.321286, 0.531223], [-1.723193, -0.399087, 1.283671], [-3.288057, -1.905754, 1.013782], [-1.039293, -0.171499, 0.672338]], "forces_ev_per_angstrom": [[1.45, 0.73, 0.90], [1.62, -1.49, -0.20], [-2.38, -1.21, -1.44], [0.31, 0.35, 0.92], [-0.37, 0.81, -2.17], [0.25, -1.00, 0.78], [-0.97, -0.28, -0.70], [0.57, 2.25, 1.84], [-1.97, 1.29, 4.00], [3.14, -0.95, -2.56], [-4.33, -2.86, 0.38], [0.69, 1.25, -0.10], [2.00, 1.09, -1.65]], "nbo_charge": [-0.44, 0.01, -0.87, 0.21, 0.17, 0.19, 0.37, 0.43, -0.63, 0.62, -0.70, 0.15, 0.50], "smiles": "C=CN.O=CO", "homo_lumo_gap_ha": 0.36578}

---

2.
{"formula": "C3H7NO2", "method": "ωB97M-V with the def2-TZVPD basis set", "species": ["C", "C", "N", "H", "H", "H", "H", "H", "H", "O", "C", "O", "H"], "coordinates": [[0.889886, -0.415579, -1.100183], [2.086780, -0.981147, -1.038178], [0.332741, 0.132421, 0.156105], [0.138480, -0.469480, -1.871886], [2.357672, -1.641479, -1.858074], [2.764425, -0.951616, -0.197028], [-0.675189, -0.264037, 0.268791], [0.915366, -0.090630, 0.958274], [0.268461, 1.142011, 0.114500], [-2.195141, 0.209958, 0.080800], [-2.271457, 0.884691, 1.148242], [-1.383570, 1.038371, 2.005636], [-3.228455, 1.406515, 1.333000]], "forces_ev_per_angstrom": [[0.42, -0.41, 1.90], [-0.65, -0.62, -1.19], [1.00, -0.50, -1.02], [0.23, -0.03, -0.26], [0.35, 0.43, -0.05], [-0.21, 0.13, 0.17], [-0.52, 1.15, -0.03], [-0.12, -0.05, 0.07], [-0.62, 0.22, 0.26], [0.28, -0.54, -0.01], [-0.13, 0.34, 0.48], [0.13, -0.11, -0.20], [-0.15, -0.01, -0.12]], "nbo_charge": [-0.04, -0.39, -0.73, 0.23, 0.22, 0.21, 0.49, 0.42, 0.44, -0.79, 0.63, -0.77, 0.07], "homo_lumo_gap_ha": 0.34108}

---

3.
{"formula": "C3H7NO2", "method": "ωB97M-V with the def2-TZVPD basis set", "species": ["C", "O", "C", "C", "N", "O", "H", "H", "H", "H", "H", "H", "H"], "coordinates": [[-0.756469, -0.227555, -1.948241], [0.043210, -0.081340, -0.800124], [-0.702670, 0.265593, 0.341161], [0.180130, 0.895341, 1.411301], [1.489277, 0.982646, 1.082742], [-0.300743, 1.279791, 2.462348], [-1.228290, 0.727583, -2.226591], [-1.544118, -0.981041, -1.801452], [-0.102472, -0.553958, -2.758838], [-1.200842, -0.612052, 0.780370], [-1.483429, 1.000293, 0.096509], [2.124362, 1.421097, 1.730436], [1.800136, 0.680576, 0.173029]], "forces_ev_per_angstrom": [[-0.15, -0.06, -0.28], [0.08, 0.00, 0.06], [-0.19, 0.08, 0.17], [-0.07, 0.01, 0.06], [0.01, 0.06, 0.08], [0.17, -0.13, -0.27], [0.06, -0.16, 0.06], [0.12, 0.10, 0.00], [-0.10, 0.05, 0.08], [0.09, 0.13, -0.06], [0.11, -0.06, 0.04], [-0.09, -0.07, -0.08], [-0.05, 0.04, 0.14]], "nbo_charge": [-0.25, -0.55, -0.16, 0.65, -0.82, -0.62, 0.17, 0.17, 0.20, 0.20, 0.20, 0.40, 0.42], "smiles": "COCC(N)=O", "homo_lumo_gap_ha": 0.39168}

---

4.
{"formula": "C3H7NO2", "method": "ωB97M-V with the def2-TZVPD basis set", "species": ["N", "C", "O", "C", "C", "O", "H", "H", "H", "H", "H", "H", "H"], "coordinates": [[-1.357819, -0.880924, -1.127300], [-0.683980, 0.250732, -0.933252], [-0.350717, 0.852310, -1.936369], [-0.332856, 0.674795, 0.433349], [0.920571, -0.093771, 0.643097], [1.388370, -0.025496, 1.950335], [-1.746729, -1.254220, -0.292794], [-1.604255, -1.239861, -2.030471], [-1.141581, 0.542757, 1.150175], [-0.149779, 1.747850, 0.337671], [1.116876, -1.148223, 0.331971], [1.638652, 0.848046, -0.298205], [2.303242, -0.273989, 1.771799]], "forces_ev_per_angstrom": [[-0.68, -1.23, 1.61], [-0.81, 0.72, -3.08], [0.81, 1.11, -0.02], [-0.98, 0.09, -0.06], [3.14, 2.59, -1.81], [0.73, 0.35, -0.28], [-0.52, -0.89, 0.12], [0.06, 0.26, -0.07], [-0.02, -0.48, 0.19], [0.14, -0.27, 0.44], [-1.06, 0.95, -0.66], [-1.02, -3.22, 2.55], [0.23, 0.02, 1.06]], "nbo_charge": [-0.81, 0.67, -0.62, -0.55, -0.01, -0.71, 0.38, 0.41, 0.22, 0.25, 0.19, 0.11, 0.47], "homo_lumo_gap_ha": 0.37481}

---

5.
{"formula": "C3H7NO2", "method": "ωB97M-V with the def2-TZVPD basis set", "species": ["C", "O", "C", "O", "C", "N", "H", "H", "H", "H", "H", "H", "H"], "coordinates": [[2.189579, 0.227107, -0.147853], [0.889510, -0.362873, -0.300692], [-0.069308, 0.119880, 0.450622], [0.152238, 1.010444, 1.358568], [-1.471458, -0.108680, 0.330806], [-2.120073, -0.587306, -0.849443], [2.754985, -0.063962, -1.032936], [2.668334, -0.163078, 0.752741], [2.103838, 1.313388, -0.074138], [-1.067955, 1.101808, 1.183462], [-1.870274, -0.537075, 1.255459], [-1.910411, -0.007397, -1.652328], [-1.874522, -1.546034, -1.079782]], "forces_ev_per_angstrom": [[0.23, 0.08, 0.02], [-0.24, 0.04, 0.09], [-0.12, -0.02, -0.06], [-0.13, -0.04, -0.03], [0.07, -0.22, 0.05], [0.15, -0.06, -0.21], [-0.08, 0.04, 0.13], [-0.06, 0.06, -0.12], [0.02, -0.15, -0.02], [0.20, 0.10, 0.15], [0.09, 0.13, -0.07], [-0.07, -0.06, 0.07], [-0.07, 0.09, 0.03]], "nbo_charge": [-0.26, -0.46, 0.71, -0.69, -0.46, -0.83, 0.20, 0.20, 0.20, 0.45, 0.23, 0.36, 0.35], "homo_lumo_gap_ha": 0.32856}

---

6.
{"formula": "C3H7NO2", "method": "ωB97M-V with the def2-TZVPD basis set", "species": ["C", "C", "C", "H", "H", "H", "H", "H", "H", "H", "N", "O", "O"], "coordinates": [[1.550137, -0.505019, 0.190048], [0.050843, -0.183077, 0.366630], [-0.483678, 1.221350, -0.056290], [1.967283, -1.377712, 0.358580], [1.868073, -0.255491, -1.178082], [2.067995, 0.207335, 0.953808], [-0.196796, -0.324232, 1.384017], [-2.096495, -1.137413, -0.364687], [-0.701951, -2.113731, 0.100394], [-1.875911, 2.224770, -0.826931], [-0.794598, -1.230119, -0.418618], [-1.709090, 1.390260, 0.009969], [0.354188, 2.083078, -0.518836]], "forces_ev_per_angstrom": [[-0.75, 7.63, -3.82], [-1.71, -1.72, -1.41], [9.25, 1.11, -1.97], [0.90, -4.82, 0.93], [-0.81, -0.45, 4.61], [-0.47, -0.79, -1.92], [-0.21, 0.13, 1.48], [5.38, 0.28, 0.16], [0.16, 0.40, -0.32], [0.65, -3.16, 3.94], [-3.87, 0.31, 0.58], [-5.15, 3.85, -3.73], [-3.37, -2.78, 1.47]], "nbo_charge": [-0.56, -0.15, 0.78, 0.20, 0.20, 0.22, 0.19, 0.36, 0.35, 0.52, -0.84, -0.63, -0.64], "homo_lumo_gap_ha": 0.36508}

---

Short version: largest force on an atom = 0.1012 0.0387 0.0067 0.0866 0.0052 0.1852 hartree/bohr, in the order given.
Short version: lowest unoccupied orbital energy = 0.94 0.41 0.86 0.73 0.80 0.20 eV, in the order given.